(a)
The following is a DFT calculation (wB97M-V/def2-TZVPD) of a single C4H8N2O3S molecule.

Geometry (Å):
C1 1.071 -0.262 1.536
C2 -0.089 -0.053 0.575
C3 0.636 -0.808 -1.603
C4 -0.644 1.244 -1.430
N1 0.805 0.226 2.733
N2 0.299 0.387 -0.775
O1 2.131 -0.686 1.127
O2 -2.175 -1.513 -0.331
O3 -1.204 0.363 1.239
S1 -1.400 -1.284 0.884
H1 1.606 -1.218 -1.246
H2 -0.130 -1.557 -1.291
H3 0.400 -0.588 -2.638
H4 -1.016 2.095 -0.856
H5 -0.126 1.825 -2.317
H6 -1.544 0.655 -1.829
H7 -0.159 0.655 2.804
H8 1.539 0.520 3.418

Computed properties:
**Gap between HOMO and LUMO**: 9.1 eV
**Lowest unoccupied orbital energy**: 0.34 eV
**Total charge**: 0

(b)
The following is a DFT calculation (wB97M-V/def2-TZVPD) of a single C4H8N2O3S molecule.

Geometry (Å):
C1 -0.852 -2.065 0.235
O1 -0.705 -0.661 0.296
N1 0.639 -0.357 0.175
C2 1.107 0.821 -0.153
C3 2.518 1.105 -0.042
S1 3.716 0.005 0.040
N2 3.745 -1.441 0.396
O2 5.050 0.520 -0.053
O3 0.497 2.069 -0.238
C4 -0.926 2.195 -0.385
H1 0.067 -2.424 -0.218
H2 -1.703 -2.200 -0.595
H3 -1.143 -2.507 1.179
H4 2.726 2.076 -0.057
H5 2.832 -1.716 0.457
H6 -0.943 2.878 -1.306
H7 -1.381 2.681 0.491
H8 -1.360 1.292 -0.692

Computed properties:
**Gap between HOMO and LUMO**: 8.7 eV
**Lowest unoccupied orbital energy**: 0.02 eV
**Total charge**: 0
**Structure (SMILES)**: CO/N=C(/C=S(=N)=O)OC

Energies, relative to the best one, in hartree: (a) 0.0000; (b) 0.1562.

(a)
The following is a DFT calculation (wB97M-V/def2-TZVPD) of a single C7H11NS molecule.

Geometry (Å):
C1 0.824 2.062 -1.433
C2 0.465 0.690 -0.809
C3 0.247 -0.355 -1.860
C4 0.469 0.574 0.484
S1 0.974 1.794 1.680
C5 0.886 0.623 3.037
C6 0.318 -0.539 2.721
N1 0.028 -0.902 1.408
C7 -1.335 -1.346 1.162
H1 -0.002 2.711 -1.719
H2 1.414 2.700 -0.774
H3 1.370 1.945 -2.347
H4 0.524 -1.427 -1.308
H5 -0.698 -0.243 -2.362
H6 1.060 -0.266 -2.512
H7 1.416 0.923 3.992
H8 0.377 -1.280 3.396
H9 -2.082 -0.630 1.008
H10 -1.384 -1.919 0.260
H11 -1.546 -2.139 2.024

Computed properties:
**Gap between HOMO and LUMO**: 8.3 eV
**Lowest unoccupied orbital energy**: 0.90 eV
**Total charge**: 0
**Structure (SMILES)**: CC(C)=C1SC=CN1C

(b)
The following is a DFT calculation (wB97M-V/def2-TZVPD) of a 2-piece molecular cluster, C7H11NS overall.

Geometry (Å):
C1 -0.753 -1.121 1.926
C2 -0.251 -1.119 0.675
C3 1.006 -1.385 0.362
C4 1.635 1.031 -0.436
C5 3.079 1.013 -0.621
C6 -2.330 0.161 -0.229
C7 -1.093 -0.694 -0.516
N1 0.658 1.757 -0.533
S1 2.329 -2.185 0.507
H1 -1.772 -0.804 2.150
H2 -0.168 -1.378 2.839
H3 3.558 -0.044 -0.821
H4 3.286 1.508 -1.658
H5 3.647 1.499 0.074
H6 -3.204 -0.448 0.243
H7 -2.152 1.070 0.266
H8 -2.803 0.520 -1.160
H9 -0.286 -0.071 -1.127
H10 -1.364 -1.465 -1.128
H11 0.647 2.754 -0.787

Computed properties:
**Gap between HOMO and LUMO (alpha / beta)**: 6.4 / 7.0 eV
**Lowest unoccupied orbital energy (alpha / beta)**: -0.27 / -0.05 eV
**Total charge**: 0

(c)
The following is a DFT calculation (wB97M-V/def2-TZVPD) of a single C7H11NS molecule.

Geometry (Å):
C1 -0.216 2.468 -0.485
C2 -0.026 1.468 0.738
C3 -0.388 0.130 0.267
C4 0.517 -0.874 0.083
C5 1.981 -0.728 -0.006
C6 -0.238 -2.198 -0.161
N1 -1.583 -1.747 -0.289
C7 -1.740 -0.429 -0.030
S1 -3.162 0.451 -0.076
H1 0.779 2.281 -0.869
H2 -0.097 3.432 -0.210
H3 -1.065 2.230 -1.078
H4 -0.501 1.892 1.671
H5 1.061 1.437 0.998
H6 2.317 -0.375 1.026
H7 2.263 0.118 -0.601
H8 2.475 -1.634 -0.248
H9 0.086 -2.820 -0.954
H10 -0.126 -2.775 0.806
H11 -2.337 -2.329 -0.579

Computed properties:
**Gap between HOMO and LUMO**: 8.5 eV
**Lowest unoccupied orbital energy**: 0.50 eV
**Total charge**: 0
**Structure (SMILES)**: CCC1=C(C)CNC1=S

Energies, relative to the best one, in hartree: (a) 0.0902; (b) 0.1796; (c) 0.0000.

(a)
The following is a DFT calculation (wB97M-V/def2-TZVPD) of an isolated ion of composition C7H8N and charge +1.

Geometry (Å):
C1 1.970 0.020 -0.060
C2 2.588 1.019 0.054
C3 1.112 -1.129 0.179
C4 -0.866 -0.068 -1.154
C5 -0.479 0.433 1.247
C6 -1.234 1.262 -0.644
C7 -0.295 -0.683 0.164
N1 -1.024 1.478 0.563
H1 1.323 -1.793 -0.562
H2 1.361 -1.572 1.171
H3 -1.688 -0.543 -1.670
H4 0.027 0.097 -1.925
H5 -1.052 0.092 2.161
H6 0.487 0.975 1.488
H7 -1.411 2.090 -1.318
H8 -0.819 -1.680 0.304

Computed properties:
**Gap between HOMO and LUMO (alpha / beta)**: 8.0 / 6.0 eV
**Lowest unoccupied orbital energy (alpha / beta)**: -6.49 / -8.96 eV
**Total charge**: +1

(b)
The following is a DFT calculation (wB97M-V/def2-TZVPD) of an isolated ion of composition C7H8N and charge +1.

Geometry (Å):
C1 -3.423 -0.040 -0.852
N1 -2.069 -0.208 -0.569
C2 -0.927 -0.293 -0.444
C3 0.758 -0.756 -0.194
C4 1.334 -0.159 1.118
C5 1.372 1.271 0.626
C6 1.823 0.194 -0.338
C7 2.692 -0.512 0.662
H1 -3.313 0.055 -1.935
H2 -4.049 -0.923 -0.438
H3 -3.877 0.883 -0.294
H4 0.735 -1.675 -0.635
H5 0.492 1.889 0.336
H6 2.048 1.866 1.179
H7 3.460 -0.026 1.169
H8 2.944 -1.566 0.610

Computed properties:
**Gap between HOMO and LUMO**: 10.7 eV
**Lowest unoccupied orbital energy**: -3.69 eV
**Total charge**: +1
**Structure (SMILES)**: C[N+]#C[C@H]1[C@]23C[C@]12C3

(c)
The following is a DFT calculation (wB97M-V/def2-TZVPD) of an isolated ion of composition C7H8N and charge +1.

Geometry (Å):
C1 0.799 -0.034 -1.980
C2 -0.242 0.473 -2.823
C3 1.514 -0.306 -0.805
C4 0.955 0.146 0.561
C5 -1.713 -0.352 -0.008
C6 -1.248 0.831 -0.652
C7 -0.524 0.481 0.540
N1 0.861 -0.100 -3.294
H1 1.480 -1.488 -0.798
H2 2.602 0.125 -0.867
H3 1.295 -0.510 1.362
H4 1.359 1.162 0.721
H5 -2.773 -0.283 0.198
H6 -1.490 -1.126 -0.669
H7 -1.491 1.915 -1.038
H8 -0.580 1.152 1.376

Computed properties:
**Gap between HOMO and LUMO**: 7.8 eV
**Lowest unoccupied orbital energy**: -6.37 eV
**Total charge**: +1

Energies, relative to the best one, in hartree: (a) 0.1092; (b) 0.0000; (c) 0.0815.